# 1
C5H10N | ωB97M-V/def2-TZVPD

The geometry in XYZ format:
```
16
Properties=species:S:1:pos:R:3:mulliken_spin:R:1
C -1.478 -0.280 1.092 0.00
C -1.073 0.190 -0.316 0.01
C 0.370 0.607 -0.496 -0.09
C 0.767 1.919 -0.465 0.20
C 1.231 -1.706 -0.106 0.75
N 1.385 -0.372 -0.407 0.14
H -0.828 0.202 1.927 0.00
H -2.532 -0.169 1.100 0.00
H -1.085 -1.399 1.123 -0.01
H -1.478 -0.510 -1.095 -0.01
H -1.677 1.102 -0.524 0.00
H 0.073 2.783 -0.559 0.00
H 1.786 2.269 -0.531 0.00
H 2.068 -2.440 -0.169 0.01
H 0.138 -2.137 0.165 0.01
H 2.333 -0.058 -0.739 -0.02
```

Relative energy (zero: lowest compared OMol25 entry of this formula, charge and spin) = 14.8 kcal per mole
E = -251.147883 Eh
HOMO energy (spin up / spin down) = -0.22477 / -0.31734 hartree
Multiplicity = 2
LUMO (spin up / spin down) = 1.11 / 0.98 eV



# 2
C5H10N | ωB97M-V/def2-TZVPD

The geometry in XYZ format:
```
16
Properties=species:S:1:pos:R:3:lowdin_charge:R:1
C -3.091 -0.646 0.195 0.18
C -2.067 -1.468 0.145 0.13
C 3.039 -0.784 0.034 -0.06
C -0.285 1.782 0.043 -0.12
C -0.937 0.665 0.625 0.06
N -1.767 -0.088 -0.328 -0.07
H -3.887 -0.138 0.505 0.09
H -1.630 -2.430 0.037 0.14
H 2.600 0.034 -0.538 -0.01
H 2.307 -1.561 0.321 0.02
H 3.681 -0.407 0.850 0.03
H 0.843 1.644 0.315 0.13
H -0.699 2.656 0.690 0.15
H -0.256 1.995 -1.073 0.10
H 3.909 -1.280 -0.444 0.03
H -1.760 0.026 -1.377 0.20
```

Relative energy (zero: lowest compared OMol25 entry of this formula, charge and spin) = 168.2 kcal per mole
E = -250.737240 Eh
Total charge = +1
HOMO energy = -0.52465 hartree
Multiplicity = 1
LUMO = -5.48 eV